145
Properties=species:S:1:pos:R:3:forces:R:3 method="wB97M-V/def2-TZVPD" charge=+2 e_tot_ha=-12586.30959 homo_lumo_gap_ev=5.33
Pb 0.41732 0.04529 0.23031 0.1 -0.1 0.2
C -1.48681 -2.79765 -1.86670 0.0 0.1 0.4
Si -2.09083 -2.83420 -0.09842 -0.2 0.3 0.0
C -3.95750 -2.81823 0.03402 0.4 -0.2 0.1
C -4.72830 -3.97572 0.12250 0.1 0.0 0.0
C -6.10922 -3.87145 0.19948 0.1 -0.1 0.0
C -6.71388 -2.62135 0.20142 0.0 0.0 0.0
C -5.94899 -1.46596 0.11489 -0.1 0.0 -0.1
C -4.56738 -1.56283 0.01075 0.3 -0.1 -0.1
P -3.34603 -0.20326 0.06521 -0.6 -0.1 -0.3
C -4.31706 0.93041 1.14475 0.6 0.0 0.2
C -4.33081 0.62980 2.50506 0.1 0.1 -0.1
C -5.09833 1.37540 3.38107 0.0 0.0 0.0
C -5.85456 2.43829 2.90519 0.0 0.0 0.0
C -5.83407 2.74621 1.55448 -0.1 0.1 -0.1
C -5.06590 1.99975 0.66931 0.1 0.0 0.0
C -3.39919 0.67501 -1.54781 0.0 -0.1 -0.1
C -4.52264 0.67284 -2.27702 0.3 -0.2 0.2
C -4.70203 1.57144 -3.40587 0.0 0.2 -0.1
C -3.72696 2.37518 -3.81244 -0.1 0.2 -0.1
C -2.36590 2.43403 -3.16069 -0.1 -0.2 0.1
C -2.19158 1.52654 -1.90304 0.2 -0.3 0.1
C -1.08940 -3.90443 1.08397 0.0 0.4 0.0
C -0.98700 -5.26022 0.74492 -0.2 0.2 -0.3
C -0.36196 -6.15545 1.59262 0.0 -0.2 0.0
C 0.14109 -5.72489 2.81228 0.0 0.1 0.0
C 0.04853 -4.38882 3.16257 -0.1 -0.1 -0.1
C -0.52972 -3.46606 2.29311 0.0 0.0 -0.2
P -0.66627 -1.69471 2.73619 -0.4 -0.6 0.6
C -1.67672 -1.97100 4.24728 0.1 0.2 0.0
C -1.18964 -1.87125 5.54640 -0.1 0.0 0.0
C -2.02916 -2.13290 6.62157 0.0 0.0 0.0
C -3.35305 -2.48301 6.40801 0.0 0.0 0.0
C -3.84056 -2.59471 5.11262 -0.1 0.0 0.0
C -3.00390 -2.35023 4.03701 0.1 0.1 0.1
C 0.98031 -1.27995 3.42340 -0.1 0.1 -0.2
C 2.12585 -2.06348 3.29952 0.0 0.1 0.0
C 3.31695 -1.64898 3.88150 0.1 0.0 0.0
C 3.38613 -0.44202 4.56148 0.0 0.0 0.0
C 2.26276 0.37059 4.63991 0.0 0.0 0.0
C 1.06893 -0.04678 4.07412 0.0 0.0 0.0
H -1.53918 -3.81281 -2.27495 0.0 -0.1 0.1
H -2.11668 -2.14963 -2.47357 -0.1 0.0 0.0
H -0.46254 -2.43562 -1.94190 0.0 -0.1 0.0
H -4.25245 -4.94932 0.14825 -0.1 0.0 0.0
H -6.70757 -4.76907 0.27806 0.0 0.0 0.0
H -7.78989 -2.55294 0.28941 0.0 0.0 0.0
H -6.43402 -0.49838 0.15161 0.0 0.0 0.0
H -3.72124 -0.18140 2.87486 0.0 -0.1 0.1
H -5.10696 1.12639 4.43425 0.0 0.0 0.0
H -6.45429 3.02692 3.58610 0.0 0.0 0.0
H -6.42583 3.57074 1.17746 0.0 0.0 0.0
H -5.05538 2.26247 -0.37926 0.0 0.0 0.0
H -5.35202 0.03733 -1.99502 0.0 0.0 0.0
H -5.66917 1.59208 -3.89100 0.0 0.0 0.0
H -3.88455 3.06994 -4.63058 -0.1 0.0 0.0
H -2.26828 3.46543 -2.81240 0.1 -0.1 -0.1
H -1.96686 2.17118 -1.05253 0.0 0.1 0.1
H -1.40819 -5.62067 -0.18787 0.0 -0.1 0.0
H -0.27945 -7.19502 1.30563 0.0 0.0 0.0
H 0.60461 -6.42742 3.49188 0.0 0.0 0.0
H 0.41715 -4.05099 4.12244 0.0 0.0 0.0
H -0.15956 -1.60086 5.73305 0.0 0.0 0.0
H -1.64777 -2.05844 7.63145 0.0 0.0 0.0
H -4.00566 -2.67294 7.24948 0.0 0.0 0.0
H -4.87483 -2.86473 4.94284 0.0 0.0 0.0
H -3.37734 -2.46640 3.02331 -0.1 0.0 0.0
H 2.09529 -3.00568 2.76898 0.0 0.0 0.0
H 4.18987 -2.28740 3.82378 0.0 0.0 0.0
H 4.31127 -0.14093 5.03493 0.0 0.0 0.0
H 2.31479 1.32249 5.15341 0.0 0.0 0.0
H 0.18307 0.57077 4.15950 0.0 0.0 0.0
C 3.11566 -2.09275 -3.07700 0.0 0.1 0.1
As 2.47883 -1.87818 -1.22602 0.3 -0.5 -0.5
C 2.01184 -3.76894 -0.95249 0.0 0.0 0.0
C 4.11909 -1.96993 -0.13271 0.1 0.1 0.0
C 5.08134 -0.77422 -0.07811 0.0 0.1 0.0
C 6.31890 -1.24183 0.70410 -0.1 0.0 -0.1
C 4.50799 0.42040 0.69652 0.0 -0.1 -0.1
As 2.95475 1.44902 0.04346 0.6 0.6 0.1
C 3.68552 2.61173 -1.36424 -0.2 -0.2 -0.1
C 2.98624 2.76492 1.47911 0.0 0.1 0.0
C 5.48094 -0.36110 -1.49889 0.1 0.0 0.1
As 7.00059 0.92240 -1.67100 -0.1 -0.1 -0.1
C 8.45849 -0.37322 -1.88479 0.0 -0.1 0.0
C 6.73037 1.19389 -3.60063 0.0 0.0 0.0
H 3.97393 -2.76172 -3.13040 0.0 0.0 0.0
H 3.37690 -1.13102 -3.51350 0.0 0.0 0.0
H 2.29444 -2.51706 -3.65578 0.0 0.0 0.0
H 2.89666 -4.39681 -1.06125 0.1 0.1 0.0
H 1.28218 -4.08959 -1.69589 0.0 0.1 0.0
H 1.59070 -3.92624 0.03946 0.0 0.0 0.1
H 4.67402 -2.84080 -0.49389 -0.1 0.0 0.0
H 3.78165 -2.20382 0.88168 -0.1 0.0 0.0
H 6.03549 -1.62044 1.68773 0.0 0.0 0.0
H 7.01914 -0.41602 0.84450 0.0 0.0 0.0
H 6.83326 -2.03962 0.16600 0.0 0.0 0.0
H 5.30164 1.16625 0.80112 -0.1 0.1 0.0
H 4.21908 0.10645 1.70359 0.0 0.0 0.0
H 4.75208 2.76450 -1.19674 0.0 0.0 0.1
H 3.17131 3.57089 -1.30741 0.0 0.0 0.1
H 3.53400 2.18980 -2.35667 0.0 0.0 0.0
H 3.98373 3.19404 1.57588 0.0 -0.1 -0.1
H 2.70232 2.30262 2.42224 0.0 0.0 0.0
H 2.28054 3.56509 1.25386 0.0 0.0 0.0
H 4.61500 0.10153 -1.98493 0.1 0.0 -0.1
H 5.74645 -1.25175 -2.07614 0.0 0.0 0.0
H 8.81617 -0.74792 -0.92787 -0.1 0.0 0.0
H 9.29332 0.12100 -2.38091 0.0 0.1 0.0
H 8.14152 -1.21474 -2.50209 0.0 0.0 0.0
H 5.86107 1.82086 -3.79839 0.0 0.0 0.1
H 6.60035 0.23365 -4.10157 0.0 0.0 0.0
H 7.60446 1.68794 -4.02257 0.0 0.0 0.0
C -2.61613 5.81416 0.54127 0.2 -0.1 0.0
S -1.12273 4.92030 0.01816 -0.1 0.0 -0.1
C -0.39167 4.59314 1.57650 0.1 -0.1 0.0
C -0.28928 3.36774 2.13519 0.0 0.3 0.1
S -0.98680 1.88018 1.55972 -0.4 0.1 0.1
S 0.46758 3.33850 3.71780 -0.1 0.3 -0.1
C 0.85698 5.03810 3.83828 0.0 0.0 0.0
S 1.66497 5.67768 5.09245 0.0 0.0 0.0
S 0.29806 5.94601 2.46092 0.0 -0.3 0.0
H -3.19010 6.02021 -0.36039 0.0 0.0 0.0
H -2.33290 6.74653 1.02195 -0.1 0.0 0.0
H -3.19028 5.18518 1.21728 -0.1 0.0 0.0
C -0.19472 1.08830 -6.07048 0.2 -0.2 0.0
N -1.29919 1.30944 -5.13985 -0.1 0.2 -0.1
C -2.33655 0.28091 -5.19709 -0.3 -0.1 0.1
C -1.28369 2.28255 -4.24446 0.1 0.0 -0.1
S -0.69187 0.46583 -2.12882 0.0 0.2 -0.1
N -0.37169 3.25744 -4.32489 0.0 0.1 -0.1
C 0.07605 3.96938 -3.13560 -0.1 0.1 0.2
C 0.08492 3.88591 -5.56261 0.0 0.1 -0.2
H -0.00523 0.01880 -6.12645 0.0 0.0 0.1
H 0.71153 1.56804 -5.71606 0.0 0.0 0.0
H -0.43669 1.43706 -7.07511 0.0 0.0 0.0
H -3.22536 0.64154 -5.70974 0.0 0.0 0.0
H -2.60517 -0.05914 -4.19965 0.0 0.1 0.0
H -1.95072 -0.57109 -5.74852 0.1 0.0 0.0
H -0.08474 3.37298 -2.24162 0.0 0.0 0.0
H -0.41960 4.93615 -3.02423 0.0 0.0 0.0
H 1.14708 4.14871 -3.23892 0.0 0.0 0.0
H -0.43134 3.49668 -6.43284 0.0 0.0 0.1
H 1.16243 3.78565 -5.70017 0.0 -0.1 0.0
H -0.14394 4.95158 -5.49593 0.0 0.0 0.0



29
Properties=species:S:1:pos:R:3:forces:R:3 method="wB97M-V/def2-TZVPD" charge=0 e_tot_ha=-1411.43195 homo_lumo_gap_ev=8.58
C -1.77075 0.09563 0.12590 0.7 1.7 2.5
C 0.42586 0.93155 -0.87481 0.7 2.3 0.1
C 0.09712 -1.80088 -0.22500 -1.6 3.8 0.9
C -3.03823 -0.05790 -0.57167 -3.5 -1.3 -0.8
C -2.76937 -0.81635 -1.90703 3.2 -0.6 3.2
C -1.23718 -0.48697 -2.18690 -0.8 -1.0 -0.2
C -0.68178 -0.08575 -0.82379 2.6 -3.5 -1.5
C 3.23282 1.64057 0.96399 -3.7 -1.3 -1.5
C 1.45487 -3.16813 1.62371 -1.5 1.5 -3.4
C 1.95801 2.30027 0.35847 0.1 0.2 -1.9
O -1.56964 0.42107 1.29247 -0.8 -0.5 -1.1
O 0.68765 1.57557 -1.88571 -0.4 -1.4 0.9
O 1.01631 1.24861 0.32489 -1.9 -2.4 -1.6
S 0.01360 -3.01035 -1.19007 0.4 -1.9 -1.3
S 0.51498 -1.61591 1.39037 0.4 0.2 0.2
H -3.88602 -0.50551 0.01920 1.2 -0.2 -0.1
H -3.58927 0.86236 -0.77857 0.9 0.7 -0.1
H -2.83260 -1.90999 -1.69738 -0.2 0.8 -0.5
H -3.38752 -0.49625 -2.64695 -1.8 0.6 -2.2
H -0.80860 -1.42649 -2.68222 -0.1 1.3 1.1
H -1.02279 0.27709 -2.90985 -0.4 0.7 -0.2
H 2.85505 1.03405 1.81856 0.9 0.6 -0.4
H 3.61207 1.01481 0.17282 0.1 -0.7 -0.1
H 3.95524 2.33424 1.08512 2.3 2.3 1.3
H 1.97302 -2.94547 2.49142 1.9 -0.2 1.2
H 1.81608 -3.27399 0.55369 0.9 -0.3 1.9
H 0.72139 -3.89821 1.74257 -1.0 -1.6 0.5
H 1.95833 2.71416 -0.76327 0.7 -0.6 2.7
H 1.41902 2.96012 1.01989 0.6 1.0 0.3



11
Properties=species:S:1:pos:R:3:forces:R:3 method="wB97M-V/def2-TZVPD" charge=+1 e_tot_ha=-230.52366 homo_lumo_gap_ev=10.54
O -0.42941 -0.32354 -1.63482 1.2 -1.3 -2.5
H -0.21948 -0.72313 -2.56587 -0.8 1.2 2.5
H 1.81351 0.67772 1.32390 -0.6 1.1 0.9
H -1.27548 0.11570 -1.70235 -0.4 0.2 -0.7
C 0.77718 0.85424 0.97745 -0.9 -3.2 -0.9
C 0.29195 -0.59798 0.74308 -2.5 3.1 -0.8
O -0.97663 -0.82450 0.79537 1.2 -1.7 0.5
H -0.12730 1.39214 1.44385 2.2 -0.4 -0.2
H 0.96646 1.15164 -0.06649 -0.3 0.3 0.0
H 0.73755 -1.48877 0.35592 1.5 -0.5 0.7
H -1.55835 -0.23350 0.32996 -0.7 1.2 0.5



34
Properties=species:S:1:pos:R:3:forces:R:3 method="wB97M-V/def2-TZVPD" charge=+2 e_tot_ha=-1908.04755 s_squared=3.7565 spin_multiplicity=4 homo_lumo_gap_ev="8.38 / 8.61"
V 0.14885 -0.16601 1.10467 1.6 -0.8 -6.7
O -0.17284 1.06585 -1.44619 0.1 -1.1 0.3
C -0.23895 0.66446 -2.61518 0.5 -0.5 1.6
O 1.10150 -1.54811 -0.98950 -0.6 0.8 -0.6
C 1.01674 -1.49246 -2.21455 0.2 -0.6 0.3
O 1.63186 -2.40632 -2.98887 -0.9 1.1 0.2
N 0.29627 -0.59352 -3.01875 -0.2 0.9 0.6
C 1.29556 -2.16422 -4.38327 0.7 -0.9 -0.6
C 0.37457 -0.98024 -4.43021 -0.5 0.5 -0.2
H 0.81512 -3.05504 -4.79799 0.2 0.0 0.3
H 2.21596 -1.97412 -4.94031 0.0 -0.2 0.3
H -0.60461 -1.25776 -4.84679 0.2 0.2 0.3
H 0.79028 -0.16605 -5.03364 0.0 -0.2 0.2
C -0.87266 1.48521 -3.63070 -0.6 1.1 -0.3
C -1.55403 2.61832 -3.27854 0.6 -1.4 -0.5
H -0.72127 1.13004 -4.65546 -0.5 0.7 0.3
H -1.68869 2.91919 -2.21539 0.2 -0.3 -1.1
H -2.01867 3.20161 -4.08347 0.2 -0.1 0.6
N 0.93072 1.35755 4.51920 -0.3 -0.3 -0.4
C 1.89483 2.23422 4.02037 -0.5 -0.4 -0.2
C 1.86510 2.11350 2.65507 -1.1 -1.1 0.2
N 0.89996 1.14447 2.31083 0.3 1.4 3.1
C 0.34010 0.72401 3.47731 2.0 1.7 0.0
C -0.64159 -0.31418 3.49663 -1.6 -2.0 0.1
N -1.05302 -0.92754 2.35347 -1.7 -0.3 3.1
C -2.00331 -1.89751 2.72153 1.0 1.1 0.3
C -2.11774 -1.88583 4.08661 0.4 0.4 -0.3
N -1.25853 -0.89021 4.55417 0.3 0.3 -0.4
H 0.67881 1.16449 5.49210 0.5 0.5 -0.4
H 2.50605 2.84361 4.67200 -0.2 -0.1 -0.1
H 2.41817 2.61399 1.87938 0.1 0.1 0.2
H -2.49504 -2.46667 1.95238 -0.1 -0.2 0.2
H -2.71475 -2.48786 4.75580 0.1 0.1 -0.1
H -1.06474 -0.60687 5.51732 -0.5 -0.5 -0.4



14
Properties=species:S:1:pos:R:3:forces:R:3 method="wB97M-V/def2-TZVPD" charge=0 e_tot_ha=-287.42605 homo_lumo_gap_ev=9.63 smiles="CC=C=C[C@@H]1C=N1"
C -2.14122 -0.56547 0.19273 0.2 1.7 -1.8
C 2.32701 0.17509 -0.58492 -0.1 0.1 -0.2
C -1.99116 0.87799 -0.31308 -2.0 -2.4 0.3
C -0.83992 -1.08872 0.59654 0.4 0.5 0.5
C 1.30938 0.38335 0.50093 -0.1 0.2 -0.1
N -2.67299 0.73633 0.72662 0.5 0.7 0.4
C 0.16445 -0.23408 0.57256 0.5 -1.5 0.3
H -2.90834 -1.24433 -0.17230 0.1 0.2 -0.1
H -1.83654 1.57198 -1.11445 0.3 0.4 0.0
H -0.75659 -2.12337 0.90816 0.2 0.1 0.4
H 1.56036 1.12565 1.25006 0.0 -0.1 0.2
H 1.98437 -0.56459 -1.31141 0.1 0.1 0.1
H 3.27105 -0.16778 -0.15050 -0.1 0.0 0.0
H 2.53013 1.11795 -1.10093 0.0 -0.1 0.0



22
Properties=species:S:1:pos:R:3:forces:R:3 method="wB97M-V/def2-TZVPD" charge=0 e_tot_ha=-681.96280 homo_lumo_gap_ev="8.54 / 8.54"
C 0.53015 -1.73697 1.14060 -0.6 0.2 0.9
C -2.06477 1.73072 0.92305 -0.6 -3.2 1.8
C 0.31297 -2.19106 -0.29400 -1.1 1.7 -0.7
C -0.82719 2.38440 0.69964 0.8 1.5 0.2
C 0.92501 -1.14105 -1.15403 -2.5 1.2 -0.6
N 2.24379 -1.00394 -1.33104 2.8 1.0 -2.3
N 0.09457 -0.26880 -1.82450 2.2 -1.8 0.5
O 2.98278 -1.91619 -1.02917 0.1 -0.5 1.0
O 2.76401 0.00704 -1.95507 -0.6 -0.7 0.5
O -1.09301 -0.38143 -1.76469 -1.3 0.5 0.1
O 0.56487 0.57908 -2.68518 0.1 1.8 -1.7
O 0.16242 1.93005 0.22087 1.2 -1.2 -1.0
H 1.62887 -1.77062 1.39973 -1.3 0.3 -0.2
H -0.02084 -2.44160 1.80692 0.5 0.7 -0.2
H 0.06254 -0.68430 1.21731 1.0 -1.6 0.3
H -1.87538 1.36344 2.05027 -0.9 0.5 -2.3
H -2.96945 2.28577 0.86464 -0.5 0.9 0.2
H -2.13759 0.88954 0.22744 -0.1 -0.3 0.4
H -0.79295 -2.20338 -0.58618 1.7 -0.4 0.6
H 0.84171 -3.06729 -0.55853 0.2 -1.4 0.1
H -0.77015 3.35390 1.12633 0.1 1.7 0.6
H 1.61592 0.58612 -2.79199 -1.1 -0.9 1.7